Record 1
Computed, not measured: a gas-phase ion, C4H9N2 (charge +1) in a non-equilibrium geometry, with wB97M-V/def2-TZVPD.

The geometry in XYZ format:
```
15
Properties=species:S:1:pos:R:3:forces:R:3
N -1.441 0.294 0.055 2.46 0.44 1.13
C -0.353 -0.611 -0.557 2.10 2.75 1.69
C 0.636 -1.251 0.401 -0.20 -2.18 -1.77
N 1.785 -0.488 -0.041 0.82 1.15 -1.76
C 1.525 0.918 0.209 -3.75 -3.14 -0.53
C 0.832 0.233 -1.059 0.85 0.02 3.94
H -1.821 0.787 -0.726 -1.15 0.49 -0.41
H -0.977 1.020 0.694 -0.59 -1.18 -1.27
H -2.080 -0.203 0.654 -0.89 -0.32 -0.16
H -0.742 -1.295 -1.196 -1.67 -1.53 -2.05
H 0.419 -0.997 1.362 -0.60 -0.24 3.27
H 0.734 -2.373 0.157 0.02 1.82 0.83
H 2.220 1.663 0.151 2.23 1.29 -0.87
H 0.908 1.100 1.106 -0.07 0.02 -0.39
H 1.156 0.290 -2.042 0.42 0.59 -1.64
```
Positions in Å, forces in eV/Å.

* gap between HOMO and LUMO: 10.0808 eV
* SMILES: [NH3+][C@@H]1CN2C[C@H]12
* net charge: +1
* calculated total energy: -7264.215 eV
* strongest force on any atom: 4.9 eV/A

Record 2
Computed, not measured: a gas-phase ion, C4H9N2 (charge +1) in a non-equilibrium geometry, with wB97M-V/def2-TZVPD.

The geometry in XYZ format:
```
15
Properties=species:S:1:pos:R:3:forces:R:3
C -1.512 0.656 2.104 3.95 -4.20 -0.38
N -0.301 -0.238 1.208 -0.63 1.01 2.44
C -0.499 -0.412 -0.186 -0.93 -0.25 -1.92
C 0.966 -0.589 -0.575 -1.03 1.01 3.08
N 1.346 -0.488 -1.996 -0.06 -0.56 -0.86
C 0.402 0.605 0.188 0.36 -0.62 0.35
H -2.239 0.849 1.434 -2.51 0.98 -1.94
H -1.788 -0.083 2.867 -0.01 0.29 -0.41
H -1.006 1.460 2.542 0.66 1.23 0.35
H -1.344 -0.487 -0.823 -0.79 0.06 -0.19
H 1.362 -1.362 0.068 1.19 -0.21 -0.51
H 2.214 -1.045 -2.211 -0.99 0.61 0.36
H 1.484 0.476 -2.421 -0.50 -1.29 0.85
H 0.528 -0.991 -2.400 0.93 0.62 -0.85
H 0.387 1.648 0.202 0.38 1.32 -0.37
```
Positions in Å, forces in eV/Å.

* gap between HOMO and LUMO: 8.5074 eV
* SMILES: CN1[C@@H]2[C@@H]([NH3+])[C@@H]21
* net charge: +1
* calculated total energy: -7262.573 eV
* strongest force on any atom: 5.8 eV/A

Record 3
Computed, not measured: a gas-phase ion, C4H9N2 (charge +1) in a non-equilibrium geometry, with wB97M-V/def2-TZVPD.

The geometry in XYZ format:
```
15
Properties=species:S:1:pos:R:3:forces:R:3
C -2.104 0.147 -0.082 1.41 -0.31 0.08
N -0.825 0.087 0.011 -0.39 0.32 -0.11
C 0.067 -1.083 -0.022 0.66 -1.33 0.09
C 1.557 -0.538 0.121 -1.73 0.30 0.12
N 1.389 0.867 -0.222 0.14 0.11 -0.38
C 0.099 1.260 0.212 0.30 1.02 0.49
H -2.693 -0.751 -0.204 0.05 -0.14 -0.02
H -2.596 1.106 -0.034 0.03 0.18 0.01
H -0.199 -1.765 0.786 -0.09 0.06 -0.05
H -0.067 -1.610 -0.967 -0.06 0.10 -0.02
H 1.895 -0.628 1.154 -0.01 -0.10 -0.04
H 2.247 -1.044 -0.544 -0.02 -0.03 -0.02
H 1.561 1.052 -1.202 -0.09 0.02 0.06
H -0.266 2.153 -0.292 -0.07 -0.12 0.00
H 0.109 1.436 1.299 -0.13 -0.08 -0.22
```
Positions in Å, forces in eV/Å.

* gap between HOMO and LUMO: 9.1928 eV
* SMILES: C=[N+]1CCNC1
* net charge: +1
* calculated total energy: -7266.596 eV
* strongest force on any atom: 1.8 eV/A

Record 4
Computed, not measured: a gas-phase ion, C4H9N2 (charge +1) in a non-equilibrium geometry, with wB97M-V/def2-TZVPD.

The geometry in XYZ format:
```
15
Properties=species:S:1:pos:R:3:forces:R:3
N 1.895 0.121 -0.313 -0.53 -3.72 -1.75
C 0.503 0.030 0.054 -5.36 3.26 1.26
C -0.489 -1.181 0.252 2.05 1.41 -2.94
C -1.563 -0.381 -0.533 1.41 0.95 4.15
N -0.624 0.799 -0.641 0.34 0.11 -0.24
C -0.429 1.405 0.664 2.34 -4.35 -1.41
H 2.470 -0.075 0.482 0.60 -0.09 0.80
H 2.086 1.038 -0.621 0.56 1.38 -1.06
H 2.108 -0.688 -1.041 -0.11 2.33 1.23
H -0.533 -1.316 1.275 -0.82 -1.26 1.78
H -0.199 -1.971 -0.405 0.41 -1.26 0.42
H -1.887 -0.715 -1.432 -0.34 -1.22 -2.83
H -2.446 -0.331 0.102 -0.11 1.10 -0.05
H -0.875 0.873 1.493 -0.62 1.02 0.35
H -0.016 2.391 0.664 0.18 0.32 0.29
```
Positions in Å, forces in eV/Å.

* gap between HOMO and LUMO: 9.6763 eV
* SMILES: [NH3+][C@]12CCN1C2
* net charge: +1
* calculated total energy: -7263.361 eV
* strongest force on any atom: 6.4 eV/A

Record 5
Computed, not measured: a gas-phase ion, C4H9N2 (charge +1) in a non-equilibrium geometry, with wB97M-V/def2-TZVPD.

The geometry in XYZ format:
```
15
Properties=species:S:1:pos:R:3:forces:R:3
C 1.317 1.405 -0.222 1.85 0.94 -1.83
C 1.257 0.133 0.071 1.37 -2.26 1.50
N 2.336 -0.766 0.281 -1.57 -0.81 0.08
N -0.088 -0.356 0.367 0.65 2.41 -3.20
C -1.051 0.158 -0.339 -1.01 -3.28 2.98
C -2.417 -0.324 0.082 1.80 -0.96 -0.59
H 0.446 1.925 -0.535 -0.22 0.86 0.54
H 2.278 1.785 -0.603 -0.53 0.05 0.52
H 3.223 -0.604 -0.218 -1.00 -0.09 0.46
H 2.103 -1.772 0.499 0.56 1.85 -0.59
H -0.332 -1.008 1.048 -0.03 -1.29 1.61
H -0.762 0.784 -1.126 -0.24 0.70 -1.10
H -3.114 0.411 0.042 -2.27 2.22 -1.12
H -2.492 -0.548 1.119 0.73 -0.59 1.04
H -2.704 -1.223 -0.468 -0.10 0.26 -0.29
```
Positions in Å, forces in eV/Å.

* gap between HOMO and LUMO: 8.0056 eV
* SMILES: C=C(N)/[NH+]=C/C
* net charge: +1
* calculated total energy: -7265.688 eV
* strongest force on any atom: 4.5 eV/A

Record 6
Computed, not measured: a gas-phase ion, C4H9N2 (charge +1) in a non-equilibrium geometry, with wB97M-V/def2-TZVPD.

The geometry in XYZ format:
```
15
Properties=species:S:1:pos:R:3:forces:R:3
C -0.996 -1.505 0.285 0.60 1.22 0.94
N -0.624 -0.260 0.222 3.00 -2.45 -0.66
C -1.594 0.712 0.000 -1.02 3.32 -3.61
C 0.744 0.302 0.401 0.65 0.10 0.41
C 1.841 0.669 -0.574 -0.79 -0.52 -3.04
N 1.940 -0.487 0.332 -0.24 -1.85 -1.04
H -2.053 -1.692 0.139 -0.02 0.02 -0.16
H -0.409 -2.337 0.683 0.46 0.53 -0.59
H -2.275 0.554 0.753 -1.99 0.56 1.63
H -2.104 0.556 -1.005 0.58 0.05 1.20
H -1.182 1.780 -0.070 -0.49 -1.76 0.53
H 0.768 1.082 1.153 -0.67 -0.54 0.72
H 1.652 0.481 -1.722 0.51 0.27 2.49
H 2.514 1.540 -0.360 -0.95 -0.90 -0.04
H 1.777 -1.396 -0.236 0.38 1.94 1.22
```
Positions in Å, forces in eV/Å.

* gap between HOMO and LUMO: 8.6836 eV
* SMILES: C=[N+](C)[C@@H]1CN1
* net charge: +1
* calculated total energy: -7264.245 eV
* strongest force on any atom: 5.0 eV/A

Record 7
Computed, not measured: 2 unconnected molecules or ions with the total composition C4H9N2 in a non-equilibrium geometry, with wB97M-V/def2-TZVPD.

The geometry in XYZ format:
```
15
Properties=species:S:1:pos:R:3:forces:R:3
C 3.444 -0.848 0.085 -1.69 -10.76 4.62
C 3.523 0.246 -0.386 1.04 10.97 -4.72
C -1.448 -0.050 -1.054 0.28 0.31 -0.28
C -0.229 0.030 -0.240 0.22 -0.18 -0.41
N -1.669 -0.667 0.259 -0.64 -0.73 0.39
N 0.198 1.131 0.369 0.04 0.59 0.20
H 3.430 -1.809 0.508 0.43 -0.50 0.24
H -1.474 -0.723 -1.903 0.03 -0.03 0.16
H -2.011 0.861 -1.229 0.01 -0.04 0.12
H 0.488 -0.780 -0.313 -0.05 -0.07 0.03
H -2.281 -0.186 0.910 0.16 0.07 -0.05
H 3.586 1.209 -0.807 0.13 0.32 -0.16
H 0.967 1.088 1.018 -0.02 -0.04 -0.05
H -1.759 -1.677 0.300 -0.01 0.09 -0.06
H -0.313 1.997 0.313 0.08 0.00 -0.02
```
Positions in Å, forces in eV/Å.

* gap between HOMO and LUMO (alpha / beta): 5.0257 / 8.1810 eV
* spin multiplicity: 3
* net charge: +1
* calculated total energy: -7258.604 eV
* strongest force on any atom: 12.0 eV/A
* ⟨S²⟩: 2.004

Record 8
Computed, not measured: a gas-phase ion, C4H9N2 (charge +1) in a non-equilibrium geometry, with wB97M-V/def2-TZVPD.

The geometry in XYZ format:
```
15
Properties=species:S:1:pos:R:3:forces:R:3
C 0.020 -0.082 -0.443 -4.51 0.05 -2.27
C 1.472 0.053 -0.631 2.75 -1.98 -1.32
C 2.506 -0.601 0.305 -2.06 1.71 -1.97
C -2.692 0.251 0.270 -0.23 -0.94 2.13
N 0.613 0.967 0.037 -0.59 0.72 2.45
N -1.625 -0.493 -0.329 3.10 -0.65 1.20
H 1.790 0.277 -1.701 -0.37 -0.09 1.47
H 3.095 -1.324 -0.125 1.65 -1.28 -1.33
H 1.920 -1.083 0.979 -1.45 -1.39 2.46
H 3.007 0.179 0.781 1.31 1.10 0.69
H -3.721 -0.250 0.192 1.81 0.31 0.31
H -2.405 0.549 1.412 -0.63 -0.75 -2.50
H -2.733 1.133 -0.298 -0.12 1.75 -0.47
H 0.415 1.924 -0.030 -0.06 1.75 -0.70
H -1.661 -1.501 -0.420 -0.61 -0.30 -0.14
```
Positions in Å, forces in eV/Å.

* gap between HOMO and LUMO (alpha / beta): 7.2165 / 7.3201 eV
* spin multiplicity: 3
* net charge: +1
* calculated total energy: -7259.499 eV
* strongest force on any atom: 5.0 eV/A
* ⟨S²⟩: 2.011

Record 9
Computed, not measured: 2 unconnected molecules or ions with the total composition C4H9N2O in a non-equilibrium geometry, with wB97M-V/def2-TZVPD.

The geometry in XYZ format:
```
16
Properties=species:S:1:pos:R:3:forces:R:3
C -0.955 -0.112 -0.026 -0.89 1.52 -0.03
C -0.923 -1.518 0.202 1.18 -2.42 1.80
C -2.376 0.605 0.045 2.68 2.08 -1.69
C 2.683 0.935 -0.010 -0.61 4.99 1.14
N -0.009 0.654 -0.279 1.45 0.70 0.01
N 1.844 -0.087 -0.280 -4.35 -1.03 -0.46
O 2.179 -1.101 -0.721 0.36 -1.00 -0.21
H -0.012 -2.032 -0.196 -0.62 0.55 0.84
H -1.712 -1.891 -0.383 -1.33 -0.91 -0.47
H -1.143 -1.727 1.322 0.47 0.16 -1.92
H -2.142 1.738 -0.069 -0.97 -1.98 0.16
H -2.803 0.377 0.970 -0.40 -0.20 1.70
H -3.049 0.206 -0.713 0.37 0.15 -0.32
H 3.688 0.665 -0.050 1.67 -0.32 -0.09
H 2.358 1.522 0.913 0.43 -1.27 -0.69
H 2.373 1.766 -0.726 0.57 -1.02 0.23
```
Positions in Å, forces in eV/Å.

* gap between HOMO and LUMO (alpha / beta): 8.8657 / 8.8678 eV
* net charge: +1
* calculated total energy: -9309.256 eV
* strongest force on any atom: 5.2 eV/A

Record 10
Computed, not measured: a molecular structure, C4H9N2O in a non-equilibrium geometry, with wB97M-V/def2-TZVPD.

The geometry in XYZ format:
```
16
Properties=species:S:1:pos:R:3:forces:R:3
C 0.223 -0.607 0.585 2.85 2.45 -0.55
C 0.033 1.183 -0.688 1.03 -0.12 -1.12
C 1.145 1.093 0.414 2.35 -4.75 -0.40
C -1.538 -0.611 -1.241 -0.07 -2.46 -0.96
N -0.456 -0.189 -0.453 0.34 2.48 0.40
N 0.272 -1.743 1.262 0.14 0.60 -0.26
O 1.312 1.722 1.575 -3.55 0.86 -0.67
H -0.729 1.971 -0.487 0.54 -0.59 -0.45
H 0.470 1.128 -1.819 -0.99 0.97 2.72
H 2.182 0.777 -0.013 -1.94 0.60 0.31
H -1.640 -1.651 -0.990 0.04 -1.02 -0.97
H -2.445 -0.290 -0.890 -2.24 1.66 1.09
H -1.539 -0.361 -2.326 0.80 -0.39 0.83
H 1.112 -2.042 1.770 -0.80 0.60 -0.20
H -0.584 -2.219 1.424 -0.49 -0.95 0.08
H 2.182 1.839 1.877 2.01 0.06 0.18
```
Positions in Å, forces in eV/Å.

* gap between HOMO and LUMO: 10.9488 eV
* net charge: +1
* calculated total energy: -9312.332 eV
* strongest force on any atom: 5.3 eV/A